No. 1
Formula: C21H28N7O5PRbS2
Source: the Open Molecules 2025 dataset
Level of theory: ωB97M-V with the def2-TZVPD basis set

Geometry as XYZ:
```
65
Properties=species:S:1:pos:R:3
Rb -0.50 0.00 -0.17
N -0.28 1.38 4.73
C -0.41 0.94 3.43
N -0.06 1.63 2.41
C 0.48 2.92 2.59
N 0.81 3.69 1.56
N 0.57 3.20 0.36
C 0.97 3.98 -0.62
C 0.77 3.65 -2.00
C 1.25 4.53 -3.00
C 1.07 4.23 -4.33
C 0.41 3.04 -4.68
C -0.03 2.23 -3.64
N 0.14 2.50 -2.35
C 0.69 3.42 3.93
C 1.27 4.66 4.23
C 1.43 5.09 5.54
C 1.03 4.29 6.60
C 0.45 3.04 6.33
C 0.29 2.61 5.03
H -0.59 0.77 5.47
H -0.84 -0.06 3.30
H 1.48 4.92 -0.39
H 1.75 5.44 -2.70
H 1.43 4.90 -5.10
H 0.25 2.75 -5.71
H -0.53 1.29 -3.86
H 1.58 5.27 3.39
H 1.88 6.05 5.74
H 1.15 4.62 7.62
H 0.13 2.40 7.15
C 0.01 -5.17 -3.64
C -0.20 -4.41 -2.35
O -1.39 -3.62 -2.38
P -1.47 -2.20 -3.15
S -2.92 -1.17 -2.29
S 0.32 -1.45 -3.44
O -2.03 -2.77 -4.59
C -2.36 -1.83 -5.60
C -2.31 -2.55 -6.93
H 0.90 -5.80 -3.56
H 0.16 -4.47 -4.46
H -0.85 -5.80 -3.87
H 0.65 -3.78 -2.13
H -0.35 -5.10 -1.51
H -1.64 -1.00 -5.59
H -3.35 -1.42 -5.40
H -1.30 -2.91 -7.12
H -2.60 -1.87 -7.74
H -2.99 -3.40 -6.93
C 1.65 -2.38 4.00
N 1.89 -1.89 2.65
C 1.28 -2.39 1.53
N 0.58 -3.56 1.68
O 1.43 -1.83 0.44
H 2.25 -1.78 4.68
H 1.98 -3.42 4.09
H 0.60 -2.32 4.29
H 2.17 -0.93 2.54
H 0.10 -3.65 2.58
H -0.04 -3.70 0.90
O -1.42 -3.22 4.06
C -2.05 -2.70 3.11
O -1.75 -1.68 2.45
H -2.99 -3.21 2.81
```

## Properties
**Net charge**: -2
**Spin multiplicity**: 2
**Gap between HOMO and LUMO (spin up / spin down)**: 3.86 / 6.17 eV
**<S²>**: 0.827
**Molar mass**: 639.07 g mol⁻¹
**Highest occupied orbital energy (spin up / spin down)**: 0.24 / -2.07 eV
**Total energy**: -74520.754 eV

No. 2
Formula: C21H29BN8O4Ru
Source: the Open Molecules 2025 dataset
Level of theory: ωB97M-V with the def2-TZVPD basis set

Geometry as XYZ:
```
64
Properties=species:S:1:pos:R:3
Ru -0.76 0.88 0.07
C -1.59 0.62 3.50
C -0.34 -0.09 3.15
C 0.60 -0.76 3.93
C 1.61 -1.16 3.06
C 2.84 -1.92 3.37
N 1.26 -0.75 1.82
N 0.09 -0.13 1.88
B 2.06 -0.85 0.51
N 1.20 -1.58 -0.53
N 0.09 -1.05 -1.07
C -0.36 -1.88 -2.01
C -1.53 -1.59 -2.86
C 0.48 -3.00 -2.05
C 1.46 -2.77 -1.10
C 2.62 -3.62 -0.74
N 2.35 0.55 -0.06
N 1.40 1.36 -0.55
C 1.97 2.47 -1.03
C 1.18 3.58 -1.62
C 3.34 2.37 -0.85
C 3.55 1.14 -0.23
C 4.85 0.53 0.15
H -1.82 0.52 4.56
H -2.43 0.25 2.91
H -1.46 1.68 3.28
H 0.58 -0.91 4.99
H 2.84 -2.19 4.43
H 3.73 -1.33 3.16
H 2.89 -2.83 2.78
H 3.07 -1.41 0.70
H -1.84 -0.55 -2.71
H -2.37 -2.25 -2.64
H -1.28 -1.72 -3.91
H 0.39 -3.85 -2.70
H 2.57 -4.55 -1.31
H 2.61 -3.84 0.32
H 3.55 -3.11 -0.97
H 0.13 3.28 -1.72
H 1.57 3.84 -2.61
H 1.25 4.47 -0.99
H 4.10 3.08 -1.13
H 5.66 1.22 -0.09
H 5.01 -0.40 -0.38
H 4.87 0.31 1.22
O -2.43 -0.97 0.88
C -3.62 -1.15 0.15
C -3.83 -0.04 -0.86
C -4.98 -0.04 -1.64
C -5.16 0.96 -2.58
C -4.19 1.94 -2.71
C -3.08 1.87 -1.89
N -2.89 0.90 -1.00
H -2.03 -1.83 1.05
H -4.48 -1.16 0.83
H -3.61 -2.10 -0.39
H -5.72 -0.81 -1.51
H -6.04 0.97 -3.21
H -4.29 2.74 -3.42
H -2.31 2.62 -1.95
O -0.07 2.68 1.59
N -0.82 3.54 1.10
O -0.83 4.68 1.45
O -1.59 3.14 0.18
```

## Properties
**Net charge**: +1
**Spin multiplicity**: 2
**Gap between HOMO and LUMO (spin up / spin down)**: 6.84 / 7.13 eV
**<S²>**: 0.810
**Molar mass**: 569.40 g mol⁻¹
**Highest occupied orbital energy (spin up / spin down)**: -11.79 / -11.79 eV
**Total energy**: -45608.893 eV
**Relative energy (zero: lowest compared OMol25 entry of this formula, charge and spin)**: 70.3 kcal per mole

No. 3
Formula: C21H29Br8F2NO2
Source: the Open Molecules 2025 dataset
Level of theory: ωB97M-V with the def2-TZVPD basis set

Geometry as XYZ:
```
63
Properties=species:S:1:pos:R:3
C -14.44 17.28 -1.91
N -14.55 15.81 -1.74
O -13.93 15.11 -2.51
O -15.23 15.41 -0.83
H -13.72 17.58 -1.15
H -15.40 17.70 -1.64
H -14.12 17.48 -2.93
F -4.64 19.43 -8.79
C -5.81 20.08 -8.76
C -6.97 19.35 -8.96
C -8.21 19.95 -8.78
C -8.22 21.30 -8.45
C -7.07 22.09 -8.41
C -5.84 21.43 -8.46
H -6.92 18.29 -9.19
H -9.17 19.46 -8.87
H -9.19 21.78 -8.39
H -7.18 23.14 -8.22
H -4.88 21.91 -8.37
F -13.20 22.28 -6.65
C -12.94 20.97 -6.50
C -13.92 20.12 -6.04
C -13.63 18.75 -5.98
C -12.39 18.29 -6.38
C -11.40 19.18 -6.81
C -11.68 20.53 -6.86
H -14.91 20.53 -5.84
H -14.38 18.05 -5.65
H -12.18 17.24 -6.24
H -10.42 18.81 -7.05
H -11.04 21.31 -7.25
Br -15.89 23.65 -7.39
C -15.80 22.30 -8.80
C -17.25 22.06 -9.20
Br -17.55 20.46 -10.28
H -15.39 21.39 -8.36
H -15.20 22.69 -9.61
H -17.65 22.92 -9.73
H -17.85 21.91 -8.31
Br -8.47 17.94 -5.29
C -6.82 18.96 -5.62
C -6.03 19.02 -4.34
Br -4.34 20.02 -4.61
H -7.12 19.94 -5.95
H -6.32 18.42 -6.43
H -5.82 18.09 -3.84
H -6.56 19.66 -3.63
Br -16.96 17.66 -4.35
C -18.63 16.62 -4.28
C -18.48 15.36 -3.42
Br -19.89 14.08 -3.86
H -19.04 16.35 -5.26
H -19.37 17.29 -3.85
H -18.50 15.62 -2.37
H -17.53 14.87 -3.62
Br -8.88 21.75 -4.40
C -9.24 23.69 -4.31
C -10.54 23.99 -5.00
Br -12.07 23.84 -3.78
H -8.40 24.11 -4.85
H -9.22 24.06 -3.29
H -10.67 23.27 -5.81
H -10.55 24.99 -5.43
```

## Properties
**Net charge**: 0
**Spin multiplicity**: 1
**Gap between HOMO and LUMO**: 9.77 eV
**Molar mass**: 1004.70 g mol⁻¹
**Highest occupied orbital energy**: -9.45 eV
**Total energy**: -593604.670 eV

No. 4
Formula: C21H29BrOPd
Source: the Open Molecules 2025 dataset
Level of theory: ωB97M-V with the def2-TZVPD basis set

Geometry as XYZ:
```
53
Properties=species:S:1:pos:R:3
Pd -0.64 -0.79 -0.14
C 3.67 -2.41 1.47
C 3.20 -1.06 0.94
C 4.35 -0.04 0.97
C 2.55 -1.15 -0.44
C 2.16 -2.36 -0.99
C 1.51 -2.42 -2.22
C 1.22 -1.27 -2.94
C 0.45 -1.32 -4.22
C 1.66 -0.06 -2.42
C 2.31 0.00 -1.19
H 4.16 -2.28 2.43
H 4.39 -2.87 0.78
H 2.84 -3.10 1.61
H 2.42 -0.71 1.63
H 5.09 -0.27 0.20
H 4.85 -0.07 1.94
H 4.01 0.98 0.81
H 2.34 -3.28 -0.46
H 1.20 -3.38 -2.61
H -0.59 -1.03 -4.05
H 0.44 -2.32 -4.65
H 0.86 -0.64 -4.97
H 1.50 0.85 -2.99
H 2.67 0.96 -0.84
C -1.01 0.72 -0.91
C -1.10 2.11 -0.54
C 0.02 2.95 -0.61
C -0.12 4.27 -0.23
C -1.34 4.75 0.21
C -2.45 3.92 0.27
C -2.34 2.59 -0.11
H 0.97 2.56 -0.95
H 0.74 4.93 -0.27
H -1.44 5.79 0.51
H -3.41 4.30 0.61
H -3.19 1.92 -0.06
C -1.19 0.67 2.87
C -2.33 -0.31 2.68
O -2.72 -0.31 1.31
C -3.85 -1.17 1.10
C -4.18 -1.22 -0.37
H -0.82 0.60 3.89
H -1.50 1.70 2.68
H -0.36 0.44 2.20
H -3.19 -0.03 3.30
H -2.01 -1.32 2.95
H -4.69 -0.77 1.68
H -3.61 -2.16 1.48
H -4.49 -0.25 -0.75
H -5.00 -1.93 -0.53
H -3.32 -1.57 -0.94
Br -0.72 -3.11 0.84
```

## Properties
**Net charge**: 0
**Spin multiplicity**: 1
**Gap between HOMO and LUMO (spin up / spin down)**: 6.78 / 6.78 eV
**Molar mass**: 483.79 g mol⁻¹
**Highest occupied orbital energy (spin up / spin down)**: -8.10 / -8.10 eV
**Total energy**: -97814.774 eV
**Relative energy (zero: lowest compared OMol25 entry of this formula, charge and spin)**: 50.6 kcal per mole

> Number 1 is which compound?

C21H28N7O5PRbS2